Molecular formula: C9H14N5
Method: DFT, ωB97M-V with the def2-TZVPD basis set

Each line ends with the Löwdin charge.
Positions of all 28 atoms, in Å:
1 C 0.608 3.108 -1.661  -0.134
2 C 0.685 1.406 -0.294  -0.108
3 C -0.681 -0.863 1.480  0.050
4 C -0.770 -0.667 -1.128  -0.061
5 C -1.865 -0.652 0.843  -0.294
6 C 0.513 -0.961 -0.509  -0.317
7 C -3.227 -0.593 1.466  -0.025
8 C 1.600 -1.258 -1.384  -0.048
9 C 1.753 -1.390 1.428  0.011
10 N 1.094 1.832 -1.507  0.096
11 N 0.128 3.495 -0.541  0.057
12 N -1.850 -0.384 -0.486  0.157
13 N 0.075 2.460 0.248  0.008
14 N 0.506 -1.126 0.797  -0.098
15 H 0.782 3.716 -2.550  0.138
16 H -0.591 -1.044 2.535  0.137
17 H -0.908 -0.636 -2.163  0.118
18 H -3.255 -1.098 2.482  0.106
19 H -4.110 -0.947 0.797  0.130
20 H -3.506 0.436 1.582  0.069
21 H 2.112 -2.280 -1.412  0.137
22 H 2.429 -0.505 -1.198  0.120
23 H 1.363 -1.214 -2.476  0.113
24 H 2.308 -2.281 0.927  0.146
25 H 2.375 -0.519 1.264  0.104
26 H 1.545 -1.626 2.453  0.098
27 H -0.548 2.491 1.088  0.182
28 H 1.432 1.101 -2.081  0.106

Results
- Net charge: +1
- Max |F|: 4.6 eV Å⁻¹
- HOMO level: -12.27 eV
- Frontier orbital gap: 8.166 eV
- Energy relative to the best compared isomer or geometry (same formula, charge and spin): 379.55 kJ/mol
- Calculated total energy: -624.78072 a.u.

=====

Molecular formula: C9H14N5
Method: DFT, ωB97M-V with the def2-TZVPD basis set

Each line ends with the Löwdin charge.
Positions of all 28 atoms, in Å:
1 C 4.443 0.823 0.413  -0.074
2 C 4.752 -0.502 0.250  -0.063
3 C 3.195 1.307 0.187  -0.017
4 C 3.734 -1.364 -0.073  -0.109
5 C 2.171 0.387 -0.124  -0.288
6 C -1.015 1.924 0.413  -0.062
7 C -2.182 0.785 0.390  -0.252
8 C -1.661 -0.611 0.380  -0.245
9 C -1.772 -1.378 -0.894  0.007
10 N 2.459 -0.919 -0.171  0.088
11 N 0.240 1.759 0.219  0.019
12 N 0.796 0.635 -0.105  0.000
13 N -1.265 -1.150 1.526  0.270
14 N -3.109 0.930 -0.752  0.064
15 H 5.249 1.480 0.722  0.123
16 H 5.734 -0.804 0.315  0.087
17 H 3.047 2.339 -0.129  0.118
18 H 3.829 -2.439 -0.117  0.108
19 H -1.138 2.954 0.854  0.132
20 H -2.831 1.101 1.267  0.175
21 H -1.634 -0.716 -1.671  0.064
22 H -2.867 -1.657 -0.942  0.149
23 H -1.199 -2.296 -1.070  0.119
24 H -0.797 -1.993 1.681  0.129
25 H -1.462 -0.648 2.414  0.174
26 H 0.112 -0.194 -0.392  0.150
27 H -2.699 1.208 -1.564  0.050
28 H -3.893 1.503 -0.561  0.085

Results
- Net charge: +1
- Max |F|: 3.8 eV Å⁻¹
- HOMO level: -11.40 eV
- Frontier orbital gap: 6.599 eV
- Energy relative to the best compared isomer or geometry (same formula, charge and spin): 368.29 kJ/mol
- Calculated total energy: -624.78501 a.u.

=====

Molecular formula: C9H14NO7P2Pd
Method: DFT, ωB97M-V with the def2-TZVPD basis set

Each line ends with the Löwdin charge.
Positions of all 34 atoms, in Å:
1 Pd -0.437 -0.628 1.364  1.292
2 C 2.196 -1.590 1.576  -0.043
3 N 1.170 -1.557 0.501  -0.352
4 C 1.692 -0.819 -0.677  -0.041
5 C 0.753 -2.944 0.105  -0.099
6 C -0.740 -2.998 -0.027  -0.204
7 C -1.450 -4.111 -0.470  -0.010
8 C -2.827 -4.030 -0.609  -0.037
9 C -3.516 -2.855 -0.317  -0.037
10 C -2.840 -1.734 0.143  -0.045
11 C -1.478 -1.875 0.303  -0.147
12 H 3.079 -2.123 1.218  0.115
13 H 1.797 -2.108 2.448  0.104
14 H 2.460 -0.571 1.849  0.096
15 H 2.577 -1.341 -1.044  0.113
16 H 1.950 0.195 -0.387  0.102
17 H 0.927 -0.789 -1.449  0.107
18 H 1.114 -3.644 0.858  0.140
19 H 1.241 -3.197 -0.838  0.143
20 H -0.924 -5.023 -0.723  0.130
21 H -3.376 -4.891 -0.964  0.121
22 H -4.589 -2.811 -0.442  0.122
23 H -3.349 -0.813 0.393  0.110
24 O -1.454 2.005 4.238  -0.017
25 P -0.984 1.353 2.914  0.226
26 O -1.932 0.242 2.375  -0.328
27 O 0.383 0.746 2.963  -0.286
28 O -1.076 2.512 1.811  -0.212
29 P -1.176 2.173 0.228  0.292
30 O -2.715 1.865 0.037  -0.085
31 O -0.610 3.194 -0.634  -0.180
32 O -0.422 0.781 0.052  -0.326
33 H -2.053 2.762 4.180  0.124
34 H -3.118 2.452 -0.617  0.112

Results
- Net charge: +1
- Max |F|: 0.2 eV Å⁻¹
- HOMO level (alpha / beta): -13.37 / -13.37 eV
- Frontier orbital gap (alpha / beta): 6.699 / 6.699 eV
- Calculated total energy: -1743.30939 a.u.

=====

Molecular formula: C9H14NOS
Method: DFT, ωB97M-V with the def2-TZVPD basis set

Each line ends with the Löwdin charge.
Positions of all 26 atoms, in Å:
1 C 0.487 1.953 -3.513  -0.043
2 C -0.006 0.741 -3.980  -0.086
3 C 0.504 2.317 -2.139  -0.044
4 C -0.377 -0.158 -3.072  -0.117
5 C 0.228 1.303 -1.249  -0.089
6 C -0.193 0.046 -1.700  -0.440
7 C -0.659 -1.520 4.143  0.127
8 C -0.854 0.860 3.700  -0.046
9 C 0.915 -2.215 -1.004  -0.197
10 N -0.618 -0.542 3.314  -0.042
11 O -0.085 -0.759 0.821  -0.565
12 S -0.571 -1.236 -0.544  1.030
13 H 0.958 2.565 -4.296  0.118
14 H -0.016 0.637 -5.075  0.132
15 H 0.888 3.163 -1.643  0.097
16 H -0.701 -1.182 -3.347  0.132
17 H 0.308 1.523 -0.111  0.138
18 H -0.846 -1.362 5.217  0.119
19 H -0.123 -2.436 3.857  0.120
20 H -0.348 -0.725 2.194  0.086
21 H -1.038 1.019 4.834  0.123
22 H 0.118 1.335 3.440  0.107
23 H -1.645 1.511 3.250  0.107
24 H 0.628 -3.250 -1.268  0.062
25 H 1.572 -2.071 -0.086  0.078
26 H 1.472 -1.518 -1.745  0.093

Results
- Net charge: +1
- Max |F|: 4.4 eV Å⁻¹
- HOMO level: -12.26 eV
- Frontier orbital gap: 8.399 eV
- Energy relative to the best compared isomer or geometry (same formula, charge and spin): 186.42 kJ/mol
- Calculated total energy: -879.18785 a.u.